Record 1
A structure of composition C45H103BeClN7O9. Source: the OMol25 dataset; level of theory: ωB97M-V/def2-TZVPD.

Structure (ORCA input):
```
! RIJCOSX wB97M-V def2-TZVPD def2/J DEFGRID3
* xyz 3 1
H -1.6113 0.7764 -4.0242
H 7.4907 -2.2086 0.9349
C -4.4781 -7.3410 -1.1088
H 8.4015 2.4418 -0.4015
C 2.1503 2.9124 5.4455
H 3.0484 -0.5603 0.9089
N 2.5012 -1.0325 1.6144
H -7.5592 -0.5078 2.4357
C 7.6480 1.7882 -0.8411
H 2.9175 1.6484 -0.6996
C -4.4263 1.1081 2.8568
C 6.9859 -1.2165 -1.5902
H 0.2031 2.1498 5.6842
C -6.6740 0.5500 0.9284
C -6.9044 0.3629 2.3992
H 0.3429 -1.0903 3.6938
H 5.8084 -2.2432 0.8798
C 7.6942 0.5755 0.0746
C 1.4079 3.3327 -5.4451
H -2.7585 1.3890 0.6837
H 3.7025 2.9729 -0.8163
O -0.7002 -1.8124 -1.3633
C 1.4722 3.8910 -4.0247
H -6.8035 3.0118 1.3434
O 0.2183 1.6813 -6.6743
C -4.7385 -5.6948 1.7819
C -3.3665 -6.6170 -0.2620
H -2.9776 3.7543 -5.7046
H 3.7744 1.0359 6.8814
H -6.4394 3.0720 -0.3861
H 0.6473 2.4624 4.0959
H -5.6504 -6.1878 1.4450
Cl -0.4596 -0.4644 -0.8540
H -2.2413 1.2105 3.1517
C 6.6167 -0.4902 -0.2846
H 4.1615 0.4160 -2.7880
H 2.9122 -1.5254 5.1113
H 3.9421 2.1634 0.8154
H -5.6901 2.7773 3.7440
C 4.8842 0.8257 3.5630
H -0.0488 5.3054 -3.9996
H 2.7097 -1.9995 1.4108
H 5.6886 1.0848 -2.9840
O -3.2700 2.1013 1.0744
H -5.5607 -4.9721 -1.8895
C 5.0339 1.3825 -0.9797
H -2.1595 1.0875 -5.6825
O -1.6003 0.3401 -1.0796
N -4.3058 1.3838 1.4267
C 3.3914 2.5209 4.5703
H -4.6207 0.0401 -0.9831
C -3.7142 -2.8061 -0.6160
H 6.1849 3.1608 -1.5301
H -3.6293 -3.8741 1.7656
O 0.6017 0.0174 -1.6766
H -0.8306 0.0125 4.4864
C -5.4802 1.5041 0.5072
H 1.5481 -1.1139 6.4536
O 4.2463 -0.7155 -0.4083
H -3.9474 3.1451 3.4261
N 5.2901 0.1426 -0.2492
H 1.5194 -0.8470 1.4665
N -3.1024 -5.2078 -0.6807
H 0.0910 -0.1799 6.7701
H -1.8056 -7.5595 -1.3790
H 2.3370 3.0363 6.5122
C 1.3160 4.5275 -6.5260
C -4.6729 2.3864 3.7196
H -2.7044 -6.5658 1.9000
H -0.0630 2.3232 -7.3304
C 1.2836 0.4620 5.0079
H -0.7980 2.5686 -2.7770
C -1.9367 3.5938 -5.9855
H -3.4351 -2.6772 -1.6618
H -7.5748 1.0664 0.5967
H -1.9106 3.9141 -3.3262
H -2.8526 -2.5633 0.0059
C 6.6349 -1.5337 0.9186
C -1.0104 3.3325 -3.5249
H -5.5021 -0.1705 4.1460
H -7.4265 1.1693 2.9142
C -4.1800 -4.2418 -0.2472
C 4.5162 0.7405 6.1394
H 2.7996 -0.8417 2.5603
H -2.8699 -0.4168 2.9180
C 3.8311 1.0326 4.7095
H 0.3331 4.7455 -2.4814
H 2.8763 1.7213 -4.9315
H 2.0146 4.8120 -4.2386
H 1.2863 4.1367 -7.5431
H -6.0478 0.8447 -1.5816
C 4.7390 1.2912 -2.4903
H 3.1969 2.8371 3.5454
H 3.6449 3.1749 -5.4171
C 2.7510 2.5771 -5.5948
H 4.6885 -0.3329 6.2191
H 0.5553 0.3839 -5.4354
C -5.1619 0.9860 -0.9625
H 6.0733 2.8699 0.1630
H 2.8950 2.1097 -6.5689
O 2.8887 -1.1270 4.2382
C 1.0561 2.0413 5.0144
H -1.1292 -6.9593 0.1040
C -1.1488 2.8017 -4.9984
C 6.2141 2.3607 -0.7904
O -2.7971 -5.0534 -2.0318
H -2.2119 -8.3660 0.0950
C 3.8347 2.0433 -0.2626
H -3.5879 -5.4144 -2.4393
C 0.1863 -0.0946 4.1088
H -4.3629 -7.3052 -2.1921
H 4.4146 0.7498 2.5823
H 8.6870 0.1315 0.0021
H 5.4532 1.2724 6.3042
H 1.4073 -0.0935 -4.0089
H 8.0202 1.4368 -1.8034
H -1.4229 4.5294 -6.2062
C -3.0793 0.5503 3.3752
H 7.2029 -0.5951 -2.4591
H 2.2159 5.1234 -6.3736
H -6.3310 -4.8813 -0.2948
H -5.2087 -0.9558 2.6497
C -5.5616 -4.4480 -0.9338
H -5.2573 -3.6268 1.5702
N 0.2299 2.3926 -5.5183
H 1.2031 -1.1469 -5.3586
H 6.6552 -1.0166 1.8779
H -3.0469 0.3990 4.4542
H -4.4242 2.2162 4.7671
H -4.3390 -8.4016 -0.8996
H -2.9563 1.8262 -4.3135
C -5.5038 0.0055 3.0703
C -3.5997 -6.5851 1.2785
H -6.7635 -0.3161 0.2727
H 4.3796 -1.0668 -1.2917
H 2.1627 3.3583 -3.3709
H 1.6252 0.4931 7.2150
C -2.0376 -7.3774 -0.3297
H -4.5993 1.7107 -1.5510
H 7.8066 -1.8891 -1.3407
H -5.1918 3.6674 0.5637
H -4.4480 -2.0806 -0.2649
H -5.7834 -3.4185 -1.2151
Be -0.2437 -4.7016 -1.3347
H 5.4228 -0.1214 3.5932
H -3.9881 -7.5792 1.4996
O -0.1477 -0.4855 0.5196
N 0.8731 -0.3554 -4.8250
H 6.2986 -1.9671 -1.9805
H 0.2460 0.4117 3.1454
H 4.2682 3.0816 4.8944
H 2.0912 3.9572 5.1403
H -2.1259 3.0144 -6.8891
C -1.9809 1.5410 -4.7076
H -4.8496 -5.5958 2.8617
H 4.3774 2.1755 -3.0150
H 0.4597 5.1975 -6.4479
C -4.4690 -4.2852 1.2052
H 0.0095 -0.6832 -4.4164
H 7.6682 0.8701 1.1237
H -5.5049 -7.0310 -0.9146
H 5.5701 1.6720 3.5258
N 2.5938 0.2234 4.3791
C 0.1469 4.3644 -3.4855
C -6.0047 2.9424 0.6050
C 1.1307 -0.1070 6.4511
*
```

Lowest unoccupied orbital energy: -12.30 eV

Record 2
A structure of composition C45H105CuN5O22. Source: the OMol25 dataset; level of theory: ωB97M-V/def2-TZVPD.

Structure (ORCA input):
```
! RIJCOSX wB97M-V def2-TZVPD def2/J DEFGRID3
* xyz 0 2
C 2.0947 -2.9350 3.8995
O 3.4837 -2.5203 -2.6806
H -2.7668 0.8282 -5.5118
H 6.5781 0.7155 -6.5874
C -1.1785 -0.2919 0.9471
H 0.3548 2.6881 7.4892
H 4.8774 4.5297 -5.2473
H 4.5786 -4.2549 -2.8093
H 4.3830 -3.5094 -4.3143
H 0.8015 3.0477 5.8652
H 2.1851 7.1272 6.0381
H 2.5140 1.3140 -2.7300
H 7.2880 1.2007 -8.0955
H 0.2773 0.8868 5.2589
O -1.5287 -7.6670 4.8333
H 3.7617 6.5117 6.2093
C 5.8425 2.6325 -6.9979
C 0.7547 2.2301 6.5845
H 2.3876 5.3611 6.2147
C 3.2809 -2.4825 -1.4233
H -6.7099 -1.9322 -0.9929
C -0.7478 -0.5191 2.2143
H 1.2476 6.7853 3.7385
C 2.5608 -4.5432 -3.6428
C -5.1437 -1.3525 1.1005
H -1.3176 1.5169 -4.6982
H -3.3330 2.7979 -4.0096
C 5.3363 0.8299 -9.5607
C -1.5737 4.7015 1.8428
H -6.2035 -1.1510 1.2568
H 4.9471 1.8277 -9.7628
C -3.7449 1.9293 -3.4958
C -0.8420 1.0110 0.2482
H -5.0069 3.0417 -2.3003
H 2.6117 2.4095 3.9575
H -2.4381 5.3589 1.9361
H -2.0652 -5.2292 4.2910
H 7.0569 2.1908 0.1310
H 6.6055 3.3270 -6.6463
O -0.4936 -5.5506 0.4010
C 3.0638 4.3904 0.3571
O 5.3418 0.5207 -8.1709
H -3.3315 -7.8352 3.8193
O -2.8152 0.8625 -3.4346
H 6.2622 0.7739 -10.1332
H 1.7779 1.8939 6.7522
H -2.5112 -5.5490 -0.1787
C 0.0653 -1.3849 -2.6810
C -1.7935 -4.9144 0.3412
H -1.6908 -4.0645 2.2826
H -1.8966 3.8527 1.2400
O 1.4728 2.4748 2.5495
O -7.2413 1.7411 0.4743
H -1.7153 -3.9891 -0.2295
H 1.0152 1.1724 -3.5102
H -5.4176 1.2209 -1.6525
H 3.4834 0.6046 3.6996
C 6.3666 1.2472 -7.5151
C 3.4161 3.4454 -4.0743
H 3.4470 2.2838 0.5512
O -1.0905 4.1862 3.0550
H 2.0916 -4.7714 -2.6858
C -6.1633 2.6940 0.2999
C 3.8755 3.1019 -0.0278
O 3.4935 -3.3871 -0.6563
O 3.0770 6.2454 4.3441
H 1.2571 2.6403 -2.5001
H 5.6930 1.1660 0.4666
H -2.4380 -3.0321 4.1261
C 4.1471 1.3384 4.1570
H 0.3706 -0.5605 -2.0367
O 3.4959 2.5664 4.2970
C 2.5122 -0.8851 0.2700
H -5.5349 -3.2209 -0.8366
O 5.2950 3.1766 0.2405
H -1.1929 -3.5895 -2.9781
H 3.7365 2.8373 -1.0760
H 4.9639 1.5154 3.4573
H -8.8339 2.8326 -0.2579
H -3.3406 -4.1723 1.6452
H 2.0658 4.3759 -0.0810
O -1.2969 -1.5849 -2.3786
H -0.2980 3.6589 2.9306
N 3.0609 4.6284 1.7856
C 3.8380 -3.7061 -3.3911
H -3.6255 -3.8022 -3.4242
H 1.5146 -5.2780 0.9111
H -1.5554 -6.4966 2.2334
H -8.4804 3.1293 1.4539
C -2.8416 -7.1836 4.5428
C -4.1022 2.4679 -2.0996
Cu -2.9206 -0.2160 -1.5781
H -3.0872 -2.6447 5.7265
H 2.2790 -3.8189 4.5102
H 0.6831 -2.2333 -2.3865
H 4.2156 1.8126 -6.1484
N -4.5212 1.3639 -1.2097
H -3.2459 3.0033 -1.6892
O -1.2603 1.3124 -0.9294
H 3.0691 4.4291 -3.7579
H -4.7298 1.2678 0.9668
C 1.9260 5.9496 3.5667
H -0.7966 5.2886 1.3534
H -4.0407 2.6617 0.3844
H -1.7753 -2.4475 -4.1779
H -1.9560 -8.9470 6.4555
H -0.7957 -1.4452 4.6684
C -2.0964 0.7555 -4.6554
N -4.0038 -1.7446 -2.9702
O -1.1870 -2.0187 5.3314
H -6.4587 3.2421 -0.5947
H 5.3438 3.1952 -7.7870
H 4.1719 2.9568 -3.4594
H 0.4042 -4.1811 1.6501
H 2.4512 3.9221 2.1724
H -1.0731 -1.4087 2.7332
H 1.4417 4.9955 3.7749
H -9.2395 1.6212 1.0175
H 3.6610 4.0756 -6.2150
C 2.3529 5.8571 2.0698
H 4.5084 0.8030 5.0351
O -2.0449 -1.1455 0.3907
N 4.9184 2.4720 -5.8463
H -4.9129 -2.3099 1.5677
H 0.2778 -1.1741 -3.7291
H 0.7175 -3.9469 -0.0330
H 2.9252 6.7496 1.8170
H -4.5944 1.4989 -4.0260
H -3.0239 -1.3333 4.4871
H -3.4762 -7.1321 5.4275
C -0.0123 1.9225 0.8157
H 0.2042 2.7951 0.2174
H -5.9223 -2.6672 -3.2533
O -4.8100 -1.4001 -0.3079
H 1.4425 5.8643 1.4704
H -6.2048 3.4267 1.1058
H -3.4629 -3.3180 -1.7553
C 4.2349 3.6602 -5.3867
C -3.2646 -3.0011 -2.7792
C -8.5209 2.3664 0.6763
C -2.3936 -4.7024 1.7467
H -4.0697 -1.5594 -3.9609
H 1.9868 -1.0896 4.4014
H -3.7909 -5.4590 3.8797
H -0.5050 -9.2682 5.4883
H -2.0253 -9.6276 4.8224
C 2.7964 6.2666 5.7664
O -0.1068 1.2332 6.0677
C -2.7896 -5.8831 3.8054
H -4.6686 -0.5549 1.6716
C -2.5534 -2.2404 4.8664
C -4.8060 1.9361 0.1090
O 0.8209 0.1398 3.8704
H 3.5548 5.2352 -0.1259
C 1.7283 1.9251 -3.1742
H 2.8321 -2.9321 3.0969
C 0.5959 -4.7222 0.7235
H 4.6426 0.1663 -10.0769
N -2.4242 -6.0183 2.4245
O 2.3351 2.5661 -4.3997
H 1.9483 -1.6495 0.8046
O 2.8263 -1.2785 -1.0733
H 1.8492 -0.0203 0.2952
H -5.9593 -1.0561 -2.9715
C 0.6234 1.6930 2.0846
C -5.6639 -2.1884 -1.1611
O 2.5566 -1.8122 4.6751
H 5.9197 1.8669 -1.1927
H 1.1132 -2.7423 3.4664
H 2.9244 -5.4576 -4.1116
C 0.2256 0.3618 2.8578
H 1.8160 -4.0850 -4.2934
C 6.0082 2.0299 -0.1186
H -1.5204 -0.1689 -4.6974
C -1.5276 -8.8924 5.4547
C -5.4150 -1.9348 -2.6254
H 3.4321 -0.6051 0.7833
C -1.8154 -2.7060 -3.1198
*
```

Lowest unoccupied orbital energy (alpha / beta): -0.86 / -2.71 eV

Respective largest force on an atom values: 3.73 3.95 eV/A.